Entry from the Open Molecules 2025 dataset: C15H31NO2P2Re as an isolated structure (the ωB97M-V functional and the def2-TZVPD basis).

**Total charge**: +2
**HOMO-LUMO gap (spin up / spin down)**: 6.514 / 5.839 eV
**2S+1**: 4
**Relative energy (zero: lowest compared OMol25 entry of this formula, charge and spin)**: 338.8 kJ/mol

Each line ends with the Löwdin spin population.
Cartesian coordinates (Å):
P: 0.47 -2.00 1.89  0.054
P: 0.46 2.16 1.37  0.144
C: 0.97 -0.39 0.46  0.129
C: 1.68 0.93 0.56  0.062
H: 0.11 -0.29 -0.27  0.011
H: 1.67 -1.11 -0.04  -0.001
H: 2.65 0.80 1.07  0.001
H: 1.78 1.35 -0.45  0.017
C: -0.83 3.23 0.66  0.030
H: -1.00 4.01 1.41  0.005
H: -1.80 2.71 0.56  0.004
H: -0.56 3.66 -0.30  0.001
C: 1.61 3.36 1.99  0.035
H: 1.35 4.39 1.72  0.002
H: 2.62 3.18 1.61  0.003
H: 1.58 3.24 3.08  0.002
C: -0.58 -3.23 1.08  0.011
H: -0.48 -4.13 1.70  0.002
H: -0.29 -3.51 0.06  0.000
H: -1.63 -2.91 1.08  0.001
C: 2.08 -2.80 1.80  0.007
H: 2.88 -2.08 1.93  0.000
H: 2.32 -3.33 0.85  0.000
H: 2.13 -3.49 2.65  0.001
Re: -0.87 0.27 1.41  1.153
C: -0.06 1.51 -2.10  0.015
C: -1.36 1.43 -1.74  0.005
C: -2.39 0.56 -2.37  0.002
C: -1.90 -0.84 -2.77  0.002
C: -0.91 -1.39 -1.79  0.011
C: 0.42 -1.47 -2.04  -0.004
C: 1.16 -0.56 -2.97  0.000
C: 0.53 0.81 -3.30  0.002
C: -0.14 -1.76 3.41  0.041
H: 0.51 2.37 -1.73  0.001
H: -1.84 2.26 -1.24  0.000
H: -2.86 1.08 -3.22  0.000
H: -3.20 0.49 -1.66  0.000
H: -2.82 -1.48 -2.77  0.000
H: -1.60 -0.78 -3.85  0.000
H: -1.40 -2.00 -1.05  0.001
H: 1.13 -2.23 -1.68  0.000
H: 1.55 -1.06 -3.88  0.000
H: 2.11 -0.29 -2.49  0.000
H: 1.32 1.48 -3.72  0.000
H: -0.17 0.59 -4.10  0.000
H: 0.52 -1.07 3.99  0.004
H: -0.34 -2.79 3.82  0.006
H: -1.10 -1.19 3.52  0.008
O: -1.65 1.61 4.07  0.304
N: -1.44 1.05 3.02  0.316
O: -2.40 -0.35 0.77  0.610


Entry from the Open Molecules 2025 dataset: C15H31NO3P2Pt as an isolated structure (the ωB97M-V functional and the def2-TZVPD basis).

**Total charge**: 0
**HOMO-LUMO gap (spin up / spin down)**: 4.171 / 7.439 eV
**2S+1**: 3
**Relative energy (zero: lowest compared OMol25 entry of this formula, charge and spin)**: 414.8 kJ/mol

Each line ends with the Löwdin spin population.
Cartesian coordinates (Å):
P: -1.00 1.49 1.00  0.252
P: -1.50 -2.51 0.06  0.061
C: -0.05 0.09 -0.06  0.084
C: -0.50 -1.15 -0.79  0.094
H: 0.88 -0.07 0.49  0.004
H: 0.15 0.80 -0.84  0.013
H: -1.00 -0.94 -1.75  0.005
H: 0.36 -1.79 -1.03  0.023
C: -0.40 -3.47 1.19  0.010
H: -0.90 -4.36 1.61  0.003
H: 0.06 -2.86 1.99  0.004
H: 0.42 -3.84 0.55  0.003
C: -2.24 -3.45 -1.23  0.012
H: -1.48 -4.06 -1.68  0.003
H: -2.62 -2.74 -1.95  0.002
H: -3.03 -4.06 -0.82  0.000
C: -0.29 2.21 2.40  0.063
H: -1.11 2.64 2.98  0.018
H: 0.39 2.99 2.08  0.007
H: 0.23 1.48 3.03  0.002
C: -1.81 2.64 -0.11  0.034
H: -2.33 2.15 -0.93  0.003
H: -1.10 3.35 -0.49  0.003
H: -2.53 3.13 0.53  0.007
Pt: -2.15 -0.26 1.02  0.122
C: 1.92 -0.28 -2.07  0.006
C: 2.50 -0.76 -0.95  0.007
C: 3.63 -0.11 -0.21  0.001
C: 3.58 1.42 -0.13  0.000
C: 2.20 2.03 0.08  0.004
C: 1.45 2.45 -0.95  0.015
C: 1.78 2.28 -2.42  0.005
C: 2.40 0.94 -2.83  0.001
C: -3.54 0.64 2.16  0.133
H: 1.15 -0.88 -2.60  0.005
H: 2.24 -1.76 -0.59  0.004
H: 4.56 -0.41 -0.71  0.000
H: 3.66 -0.52 0.81  0.001
H: 4.18 1.76 0.73  0.000
H: 4.09 1.89 -0.99  0.000
H: 1.92 2.26 1.11  0.003
H: 0.63 3.13 -0.76  0.002
H: 2.49 3.09 -2.67  0.002
H: 0.87 2.47 -3.03  0.001
H: 2.15 0.73 -3.88  0.000
H: 3.51 0.99 -2.82  0.000
H: -4.54 0.54 1.72  0.015
H: -3.34 1.72 2.25  0.005
H: -3.62 0.26 3.18  0.009
O: -2.49 -2.36 3.13  0.164
N: -3.16 -2.90 2.30  0.436
O: -3.64 -3.99 2.14  0.165
O: -3.03 -2.02 0.76  0.181


Entry from the Open Molecules 2025 dataset: a 2-piece molecular cluster, C15H31NO4PSi overall (the ωB97M-V functional and the def2-TZVPD basis).

**Total charge**: +1
**HOMO-LUMO gap**: 8.814 eV
**2S+1**: 1

Each line ends with the natural charge from an NBO analysis.
Cartesian coordinates (Å):
O: -5.57 -1.99 -0.03  -1.109
P: -5.47 -1.36 -1.36  2.367
O: -6.37 -0.07 -1.50  -0.983
O: -5.95 -2.32 -2.55  -0.964
C: -3.81 -0.84 -1.81  -1.300
Si: -2.61 -1.18 -0.37  1.164
C: -3.14 -0.14 1.09  -0.486
C: -3.72 -0.73 2.22  -0.172
C: -4.14 0.08 3.28  -0.207
C: -3.97 1.46 3.20  -0.196
C: -3.39 2.05 2.08  -0.238
C: -2.97 1.24 1.03  -0.152
H: -6.87 0.03 -0.69  0.524
H: -5.25 -2.97 -2.70  0.498
H: -3.47 -1.29 -2.73  0.267
H: -3.82 0.24 -1.92  0.283
H: -1.26 -0.73 -0.80  -0.211
H: -2.55 -2.62 -0.05  -0.157
H: -3.87 -1.79 2.23  0.227
H: -4.60 -0.38 4.14  0.221
H: -4.30 2.08 4.02  0.218
H: -3.28 3.12 2.04  0.215
H: -2.52 1.69 0.15  0.187
C: 2.31 0.11 2.00  -0.645
C: 3.43 0.51 1.05  -0.210
N: 3.77 -0.53 0.01  -0.205
C: 4.20 -1.79 0.71  -0.406
C: 4.99 -0.08 -0.77  -0.206
C: 4.87 1.18 -1.61  -0.639
C: 2.61 -0.93 -0.88  -0.235
C: 1.83 0.13 -1.62  -0.084
O: 1.20 1.00 -0.70  -0.560
C: 0.83 2.26 -1.26  -0.252
H: 2.60 -0.72 2.65  0.216
H: 2.11 0.96 2.65  0.255
H: 1.39 -0.13 1.49  0.242
H: 4.35 0.67 1.61  0.215
H: 3.18 1.42 0.53  0.237
H: 4.99 -1.54 1.41  0.232
H: 4.56 -2.49 -0.03  0.230
H: 3.35 -2.21 1.24  0.237
H: 5.28 -0.92 -1.39  0.223
H: 5.76 0.06 -0.01  0.222
H: 4.44 0.98 -2.58  0.223
H: 5.87 1.56 -1.79  0.254
H: 4.31 1.98 -1.12  0.224
H: 1.93 -1.48 -0.24  0.236
H: 3.03 -1.63 -1.61  0.231
H: 1.06 -0.41 -2.19  0.209
H: 2.44 0.68 -2.34  0.187
H: 0.62 2.18 -2.32  0.185
H: 1.63 2.99 -1.11  0.175
H: -0.06 2.60 -0.74  0.211


Entry from the Open Molecules 2025 dataset: C15H31NO7Pd as an isolated structure (the ωB97M-V functional and the def2-TZVPD basis).

**Total charge**: +4
**HOMO-LUMO gap (spin up / spin down)**: 11.191 / 5.017 eV
**2S+1**: 5
**Relative energy (zero: lowest compared OMol25 entry of this formula, charge and spin)**: 232.6 kJ/mol

Each line ends with the Löwdin spin population.
Cartesian coordinates (Å):
Pd: -0.18 -0.52 0.22  1.512
C: -1.08 -3.34 1.30  0.003
C: -0.45 -3.77 -0.01  0.004
O: 0.30 -2.65 -0.52  0.041
C: 0.74 -2.82 -1.88  0.004
C: 0.98 -1.44 -2.45  0.003
O: -0.09 -0.52 -2.09  0.088
C: -1.22 -0.43 -2.97  0.012
C: -2.33 -1.41 -2.62  0.093
O: -2.65 -1.24 -1.26  0.602
C: -3.42 -2.16 -0.53  0.089
C: -3.09 -1.97 0.95  0.015
O: -1.68 -2.02 1.21  0.053
H: -0.32 -3.27 2.08  0.000
H: -1.82 -4.07 1.62  0.002
H: -1.21 -4.06 -0.75  0.001
H: 0.20 -4.63 0.15  0.001
H: -0.03 -3.37 -2.43  0.001
H: 1.66 -3.41 -1.91  0.001
H: 1.09 -1.48 -3.53  0.002
H: 1.88 -1.00 -2.03  0.000
H: -0.91 -0.62 -4.00  0.002
H: -1.59 0.59 -2.90  0.000
H: -2.12 -2.47 -2.81  0.024
H: -3.26 -1.19 -3.20  0.057
H: -3.29 -3.17 -0.93  0.016
H: -4.49 -1.89 -0.72  0.058
H: -3.61 -2.74 1.52  0.002
H: -3.43 -0.99 1.29  0.000
C: 2.43 -0.87 2.84  0.053
C: 1.23 -0.40 3.57  0.249
O: 0.14 -0.08 2.81  0.448
H: 3.19 -1.20 3.54  0.000
H: 2.85 -0.05 2.24  0.026
H: 2.19 -1.70 2.15  0.015
H: 1.41 0.43 4.32  0.098
H: 0.87 -1.14 4.38  0.132
H: -0.59 0.26 3.37  0.001
O: -0.75 1.56 0.18  0.142
C: 0.40 1.95 -0.15  0.016
O: 1.34 1.11 -0.20  0.123
C: 0.60 3.42 -0.48  0.006
N: 2.02 3.69 -0.93  0.004
C: 2.65 4.67 0.06  0.000
C: 1.47 5.40 0.67  0.000
C: 0.33 4.37 0.71  0.001
H: -0.08 3.64 -1.30  0.001
H: 2.02 4.11 -1.86  0.000
H: 2.55 2.82 -0.99  0.001
H: 3.34 5.31 -0.49  0.000
H: 3.21 4.08 0.78  0.000
H: 1.19 6.27 0.07  0.000
H: 1.72 5.77 1.66  0.000
H: -0.64 4.83 0.61  0.000
H: 0.33 3.82 1.66  0.000


Entry from the Open Molecules 2025 dataset: C15H31O16Tl as an isolated structure (the ωB97M-V functional and the def2-TZVPD basis).

**Total charge**: +1
**HOMO-LUMO gap (spin up / spin down)**: 9.538 / 6.588 eV
**2S+1**: 2

Each line ends with the Löwdin spin population.
Cartesian coordinates (Å):
Tl: 2.87 -1.53 -1.70  0.024
O: 0.72 -0.27 -0.31  0.937
H: 0.62 0.05 0.60  0.017
C: -2.75 -0.24 1.09  0.001
O: -4.06 -0.56 1.36  0.000
C: -4.39 -1.73 1.94  0.000
O: -3.62 -2.57 2.35  0.000
O: -5.74 -1.79 2.01  0.000
C: -6.35 -2.91 2.51  0.000
H: -2.76 0.69 0.50  0.000
H: -2.13 -1.03 0.67  0.001
H: -2.29 -0.06 2.06  0.000
H: -6.76 -2.80 3.51  0.000
H: -5.75 -3.82 2.49  0.000
H: -7.22 -3.09 1.87  0.000
C: -0.90 2.80 1.63  0.000
O: -1.14 2.46 2.97  0.000
C: -0.22 2.59 4.01  0.000
O: 0.93 3.11 3.96  0.000
O: -0.82 2.15 5.13  0.000
C: -0.30 2.41 6.43  0.000
H: -1.77 2.95 1.00  0.000
H: -0.26 1.98 1.31  0.000
H: -0.32 3.72 1.60  0.000
H: -0.93 1.73 7.01  0.000
H: -0.47 3.39 6.86  0.000
H: 0.70 2.03 6.65  0.000
C: -2.17 -1.13 -1.94  0.004
O: -2.07 -1.51 -3.34  0.001
C: -0.91 -2.02 -3.84  0.000
O: 0.13 -2.16 -3.22  0.000
O: -1.07 -2.31 -5.23  0.000
C: 0.03 -2.77 -6.03  0.000
H: -1.70 -0.21 -1.62  0.004
H: -1.73 -1.90 -1.31  0.000
H: -3.21 -1.15 -1.62  0.001
H: 0.50 -3.70 -5.70  0.000
H: 0.82 -2.02 -6.18  0.000
H: -0.33 -2.86 -7.05  0.000
C: 0.23 2.55 -2.23  0.001
O: 0.62 2.55 -3.64  0.000
C: 1.38 1.54 -4.16  0.000
O: 1.67 0.46 -3.68  0.000
O: 1.58 1.91 -5.42  0.000
C: 2.36 1.08 -6.27  0.000
H: 0.04 3.59 -1.97  0.000
H: 1.03 2.13 -1.62  0.000
H: -0.64 1.93 -2.05  0.001
H: 3.42 1.08 -6.02  0.000
H: 2.29 1.48 -7.28  0.000
H: 1.98 0.06 -6.26  0.000
C: 1.97 -0.46 3.19  0.001
O: 3.33 -0.33 3.28  0.001
C: 4.19 -0.55 2.24  0.000
O: 3.90 -0.84 1.11  0.004
O: 5.42 -0.34 2.57  0.000
C: 6.58 -0.51 1.71  0.000
H: 1.60 -0.23 2.20  0.001
H: 1.47 0.21 3.89  0.000
H: 1.77 -1.51 3.43  0.000
H: 6.69 -1.53 1.35  0.000
H: 7.42 -0.26 2.36  0.000
H: 6.53 0.11 0.82  0.000


Entry from the Open Molecules 2025 dataset: C15H32Ag2O22S5 as an isolated structure (the ωB97M-V functional and the def2-TZVPD basis).

**Total charge**: 0
**HOMO-LUMO gap**: 7.891 eV
**2S+1**: 1

Each line ends with the Löwdin charge.
Cartesian coordinates (Å):
Ag: -0.48 0.52 3.90  0.763
Ag: -2.37 1.26 2.11  0.744
C: 0.58 -0.10 0.75  -0.123
C: 0.96 1.26 1.26  -0.474
O: -0.16 1.92 1.81  -0.437
H: -0.02 -0.05 -0.14  0.038
H: -0.04 -0.56 1.54  0.045
H: 1.41 -0.75 0.52  0.065
H: 1.31 1.76 0.36  0.072
H: 1.79 1.27 2.02  0.109
C: -2.79 -1.98 3.00  -0.091
C: -3.42 -1.00 3.95  -0.613
C: -3.24 -1.54 5.36  -0.076
O: -2.82 0.27 3.94  -0.444
H: -2.84 -1.74 1.94  0.050
H: -3.11 -3.03 3.18  0.092
H: -1.71 -2.03 3.19  0.041
H: -4.54 -0.91 3.79  0.144
H: -3.32 -0.73 6.09  0.082
H: -2.29 -2.07 5.43  0.051
H: -4.06 -2.25 5.53  0.081
C: 2.08 5.04 -0.18  -0.100
C: 1.31 5.88 -1.26  -0.139
O: 2.20 6.18 -2.33  -0.163
S: 3.51 5.33 -2.15  0.467
O: 4.52 6.19 -2.52  -0.180
O: 3.41 4.17 -2.83  -0.174
O: 3.48 5.11 -0.59  -0.169
H: 1.77 4.02 -0.24  0.100
H: 2.02 5.48 0.82  0.139
H: 1.01 6.85 -0.91  0.126
H: 0.49 5.27 -1.66  0.126
C: 0.98 -3.85 3.08  -0.145
C: -0.01 -4.53 4.08  -0.100
O: -0.08 -3.57 5.15  -0.186
S: 1.17 -2.67 5.26  0.472
O: 2.18 -3.27 6.05  -0.198
O: 0.99 -1.36 5.61  -0.209
O: 1.44 -2.70 3.74  -0.184
H: 0.51 -3.47 2.20  0.107
H: 1.79 -4.54 2.85  0.136
H: 0.49 -5.45 4.40  0.131
H: -1.00 -4.71 3.66  0.129
C: -3.01 0.77 -3.21  -0.077
C: -1.73 0.41 -2.33  -0.147
O: -2.23 -0.51 -1.33  -0.220
S: -3.64 -0.05 -0.90  0.498
O: -3.55 1.10 -0.13  -0.253
O: -4.34 -1.17 -0.35  -0.214
O: -4.08 0.25 -2.35  -0.186
H: -3.11 0.26 -4.16  0.134
H: -3.12 1.83 -3.35  0.123
H: -1.35 1.31 -1.79  0.134
H: -0.89 -0.05 -2.85  0.106
C: 0.12 -2.90 -1.50  -0.109
C: 1.44 -3.64 -1.30  -0.173
O: 1.92 -3.78 -2.62  -0.177
S: 1.54 -2.51 -3.53  0.575
O: 0.82 -2.86 -4.68  -0.183
O: 2.71 -1.71 -3.63  -0.217
O: 0.60 -1.89 -2.45  -0.232
H: -0.39 -2.39 -0.65  0.134
H: -0.58 -3.54 -2.00  0.128
H: 1.45 -4.66 -0.91  0.140
H: 2.00 -2.98 -0.62  0.127
C: 2.21 1.31 -3.21  -0.086
C: 2.20 1.27 -4.76  -0.148
O: 1.55 2.45 -5.21  -0.150
S: 0.33 2.66 -4.28  0.545
O: -0.79 1.87 -4.59  -0.216
O: 0.01 4.04 -4.19  -0.209
O: 0.96 2.06 -2.94  -0.227
H: 2.99 2.02 -2.89  0.109
H: 2.03 0.38 -2.68  0.105
H: 1.69 0.41 -5.15  0.116
H: 3.19 1.36 -5.21  0.146


no.,strongest force on any atom (eV/A),total energy (eV)
1,5.86,-42324.826
2,6.17,-45502.922
3,0.72,-42900.478
4,0.84,-35310.951
5,4.33,-53500.953
6,6.98,-123285.089